1.
Here is a gas-phase ion, C8H17N4 (charge +1) in a non-equilibrium geometry from OMol25. Energies are from ωB97M-V/def2-TZVPD.

Each line ends with the Mulliken charge.
Positions of all 29 atoms, in Å:
C1 1.10220 0.34004 2.24095  -0.013
C2 -0.71677 -1.03107 2.34586  0.562
C3 1.64080 -0.44740 1.04754  -1.207
C4 0.40071 -0.89764 0.14442  0.689
C5 0.65590 0.89172 -2.73379  -1.491
C6 -1.12612 2.19151 -1.61508  -1.771
C7 -0.41830 0.19662 -0.51887  -1.388
C8 0.10338 1.38628 -1.35093  0.743
N1 0.02121 -0.02982 2.85864  -0.520
N2 -0.44709 -1.52526 1.08902  -0.195
N3 -1.62237 -1.57150 3.16808  -0.373
N4 0.93347 -1.94110 -0.75161  -0.622
H1 1.55863 1.16472 2.77898  0.485
H2 2.25421 0.15777 0.44880  0.540
H3 2.17039 -1.39213 1.44181  0.415
H4 -0.14436 0.41510 -3.25978  0.327
H5 1.56889 0.30763 -2.71781  0.315
H6 1.08499 1.59913 -3.35737  0.476
H7 -1.88013 1.58999 -2.03235  0.420
H8 -0.80931 3.01095 -2.16020  0.529
H9 -1.43838 2.67228 -0.71355  0.442
H10 -1.17883 -0.36222 -1.00164  0.541
H11 -0.97559 0.74194 0.32850  0.241
H12 0.81878 1.96536 -0.83252  0.364
H13 -1.12597 -2.15983 0.79060  0.301
H14 -1.85863 -1.01026 4.02213  0.307
H15 -2.26770 -2.36514 3.04406  0.235
H16 0.10781 -2.34670 -1.24626  0.359
H17 1.58819 -1.55096 -1.45765  0.291

- max |F| (eV/Å) = 4.28
- net charge = +1
- energy relative to the best compared isomer or geometry (same formula, charge and spin) (kJ/mol) = 0.0

2.
Here is 2 unconnected molecules or ions with the total composition C8H17N4 in a non-equilibrium geometry from OMol25. Energies are from ωB97M-V/def2-TZVPD.

Each line ends with the Mulliken charge.
Positions of all 29 atoms, in Å:
C1 -0.27483 0.57195 -0.73888  0.697
C2 3.03815 -0.43473 -0.11969  0.746
C3 4.01869 -0.45478 -0.95728  -1.061
C4 -2.49472 -0.33027 -1.08236  -1.032
C5 0.83625 2.73731 -0.18755  -0.736
C6 -0.38862 -1.78819 -1.04831  -0.796
C7 1.84486 -0.71210 1.91637  -0.911
C8 -3.13930 0.46684 1.12370  -0.743
N1 0.19864 1.64474 -0.77787  -0.068
N2 -0.96651 -0.46221 -0.93969  0.035
N3 2.00462 -0.34798 0.52786  -0.183
N4 -3.20882 -0.53714 0.08595  -0.161
H1 4.23581 -1.33340 -1.54042  0.253
H2 4.68728 0.37849 -1.06336  0.258
H3 -2.67097 0.67994 -1.45928  0.474
H4 -2.76226 -1.06611 -1.84445  0.391
H5 0.18123 3.21367 0.54391  0.320
H6 1.74360 2.39420 0.31375  0.313
H7 1.09558 3.44743 -0.97136  0.292
H8 -0.44201 -2.13097 -2.08324  0.332
H9 0.65172 -1.76014 -0.73114  0.258
H10 -0.94400 -2.47981 -0.41432  0.320
H11 2.55582 -0.18338 2.55279  0.358
H12 0.83040 -0.45126 2.21818  0.202
H13 1.99458 -1.78491 2.05573  0.357
H14 -3.29833 1.44818 0.67749  0.285
H15 -3.93527 0.28498 1.84138  0.340
H16 -2.18078 0.47180 1.65732  0.188
H17 -3.21080 -1.48215 0.44477  0.272

- max |F| (eV/Å) = 2.18
- net charge = +1
- energy relative to the best compared isomer or geometry (same formula, charge and spin) (kJ/mol) = 209.2

Lowest unoccupied orbital energy, record by record: -4.565; -2.767 eV
Total energy, record by record: -533.78925; -533.70956 a.u.
HOMO-LUMO gap, record by record: 8.868; 9.482 eV